{
  "formula": "C24H26N3O8S2",
  "method": "wB97M-V/def2-TZVPD",
  "species": ["C", "C", "C", "C", "C", "C", "C", "N", "C", "S", "C", "C", "S", "C", "C", "C", "N", "C", "C", "O", "C", "C", "O", "C", "C", "C", "O", "O", "C", "N", "C", "C", "O", "H", "H", "H", "H", "H", "H", "H", "H", "H", "H", "H", "H", "H", "H", "H", "H", "H", "H", "H", "H", "H", "H", "H", "H", "H", "C", "O", "O", "O", "H"],
  "xyz": [[3.3510, -3.0603, 0.9295], [3.2014, -1.9230, 1.9770], [2.8030, -0.5811, 1.3856], [3.7204, 0.4572, 1.3710], [5.1430, 0.3243, 1.8879], [3.3593, 1.6947, 0.8567], [2.0896, 1.8631, 0.3618], [1.7522, 3.1754, -0.1932], [2.3726, 3.4001, -1.2250], [3.2877, 3.5438, -2.4807], [1.1390, 0.8513, 0.3452], [1.5393, -0.3694, 0.8549], [0.3931, -1.7466, 0.8403], [-1.1621, -0.8933, 0.7641], [-2.2930, -1.5387, 1.2203], [-3.5362, -0.9513, 1.1855], [-4.7451, -1.5793, 1.6113], [-5.8736, -1.2772, 0.7248], [-5.8372, -1.5517, -0.7768], [-6.8858, -0.8213, 1.2080], [-4.6339, -3.0288, 1.7409], [-4.9443, -3.6040, 3.1194], [-4.3547, -3.7696, 0.8278], [-3.6043, 0.3502, 0.6955], [-2.4865, 1.0048, 0.2539], [-2.7149, 2.4206, -0.2847], [-3.7458, 2.4592, -1.2724], [-3.3703, 1.6418, -2.3631], [-1.2198, 0.4024, 0.2790], [-0.1283, 1.1704, -0.2255], [-0.1090, 1.2753, -1.7121], [0.9100, 0.3904, -2.4425], [0.5837, -0.9914, -2.2639], [4.3617, -3.4843, 0.9693], [2.6233, -3.8560, 1.1344], [3.1622, -2.7190, -0.0956], [4.0892, -1.7836, 2.5996], [2.4045, -2.2104, 2.6832], [5.7744, 1.1260, 1.4908], [5.2181, 0.2554, 2.9796], [5.5707, -0.6047, 1.4799], [4.0569, 2.5285, 0.8247], [-2.1788, -2.5470, 1.6176], [-6.2458, -2.5385, -1.0259], [-4.8401, -1.4559, -1.2187], [-6.5042, -0.8159, -1.2387], [-5.4786, -4.5583, 3.0531], [-5.6244, -2.9078, 3.6285], [-4.0392, -3.7775, 3.7118], [-4.5777, 0.8386, 0.6541], [-3.1138, 3.0193, 0.5441], [-1.7843, 2.8745, -0.6423], [-3.0441, 2.2779, -3.0183], [0.1424, 2.3224, -1.9522], [-1.1173, 1.1109, -2.1085], [0.7755, 0.6073, -3.5200], [1.9544, 0.6184, -2.2150], [-0.3763, -1.0127, -2.1782], [7.3611, 3.6632, -3.5965], [7.5056, 3.9896, -2.3889], [6.0298, 3.2588, -3.8767], [8.1599, 3.6400, -4.5323], [5.7343, 3.4031, -2.9636]],
  "forces_ev_per_a": [[0.1, 0.0, 0.2], [-0.8, 0.1, 0.1], [0.6, -0.5, 0.4], [0.9, 0.8, 0.3], [0.1, -0.8, -0.6], [0.0, -0.3, 0.0], [-0.4, 1.1, 0.0], [0.3, -0.5, -0.6], [0.3, -0.1, 0.4], [-0.5, 0.3, 0.0], [0.2, 0.9, -0.1], [-1.1, -0.8, 0.0], [0.0, 0.2, 0.2], [1.2, 0.3, 0.1], [-0.1, -1.2, 0.6], [0.0, 0.6, -0.5], [0.4, -0.6, -0.6], [-1.6, 0.4, 0.0], [0.3, 0.4, -0.1], [0.9, -0.5, -0.1], [0.0, -1.6, 0.4], [-0.8, 0.6, 0.0], [-0.1, 0.9, 0.2], [-0.9, -0.4, 0.3], [0.2, 0.9, -0.5], [0.3, -0.5, 0.4], [-0.1, 0.5, 0.5], [0.2, -0.4, -0.4], [-0.8, 0.7, -0.3], [0.1, -1.6, -0.2], [0.9, 0.9, -0.1], [-1.3, 0.0, -0.9], [0.5, 0.3, 0.2], [-0.2, 0.0, -0.1], [0.3, 0.1, -0.1], [0.1, 0.1, 0.2], [-0.1, -0.2, -0.3], [0.2, 0.1, -0.2], [-0.2, 0.0, 0.3], [-0.1, 0.2, -0.2], [0.0, 0.2, 0.2], [-0.1, -0.2, 0.0], [0.0, 0.2, -0.1], [0.2, 0.1, 0.4], [-0.2, -0.1, 0.2], [0.2, -0.1, 0.1], [0.3, 0.1, -0.4], [0.5, -0.1, 0.1], [-0.1, 0.3, -0.2], [0.2, 0.1, 0.0], [0.0, 0.1, -0.3], [-0.2, 0.0, 0.0], [-0.1, 0.1, 0.1], [-0.1, -0.3, -0.1], [0.2, -0.2, 0.3], [0.2, 0.2, 0.3], [-0.2, -0.4, 0.3], [0.1, -0.3, 0.0], [0.8, 0.2, 0.1], [0.0, -0.1, -0.2], [-0.1, 0.1, 0.4], [-0.2, -0.1, -0.1], [-0.4, -0.2, -0.2]],
  "e_lumo_ev": 1.536,
  "homo_energy_ev": -4.3733,
  "charge": -1,
  "gap_ev": 5.91
}

{
  "formula": "C24H26N4O2",
  "method": "wB97M-V/def2-TZVPD",
  "species": ["C", "N", "C", "C", "N", "C", "O", "C", "C", "C", "C", "N", "C", "C", "C", "C", "C", "C", "H", "H", "H", "H", "C", "H", "H", "H", "H", "H", "N", "C", "O", "C", "C", "C", "C", "C", "C", "H", "H", "H", "H", "H", "H", "C", "C", "H", "H", "H", "H", "H", "H", "H", "H", "H", "H", "H"],
  "xyz": [[1.0681, 2.2138, -5.0159], [2.1925, 1.7761, -4.2690], [2.2923, 2.2734, -2.9488], [1.8205, 1.4265, -1.9284], [2.5293, 0.2809, -1.9912], [2.1915, -0.9364, -1.2360], [2.6354, -2.1862, -1.3742], [1.2316, -0.4072, -0.0382], [1.8513, 0.0395, 1.0325], [1.2709, 0.2993, 2.4107], [1.6564, -0.0230, 3.4834], [0.8679, 0.4913, 4.4540], [-0.0714, 1.0857, 4.0859], [-1.4050, 1.3629, 4.6217], [-2.3588, 2.0221, 3.7828], [-2.0996, 1.7743, 2.3677], [-0.9124, 1.3815, 1.8976], [0.0394, 0.7916, 2.6027], [-1.1105, 1.4246, 0.7960], [-2.9796, 2.1553, 1.7700], [-3.2483, 2.3858, 4.1826], [-1.4254, 1.2875, 5.5747], [1.1274, 0.2413, 5.9675], [1.2165, 1.1435, 6.4087], [0.2260, -0.1288, 6.4059], [2.1417, -0.1037, 6.2325], [2.9322, -0.2840, 3.8898], [2.7979, 0.0380, 1.0617], [0.0277, -0.9330, -0.0771], [-0.7624, -1.0663, -1.1004], [-0.4941, -0.7872, -2.2969], [-2.2301, -1.2939, -0.9407], [-3.2070, -1.1123, -1.8457], [-4.3838, -1.3522, -1.6780], [-4.8194, -2.0936, -0.5722], [-4.1299, -2.5829, 0.3725], [-2.6914, -1.9750, 0.2281], [-1.8253, -2.7100, 0.9815], [-4.2808, -3.0648, 1.2346], [-5.9728, -2.5148, -0.5602], [-5.1292, -1.2661, -2.3238], [-2.7814, -0.7936, -2.8719], [-0.4444, -0.9082, 0.7994], [3.2215, -0.2334, -3.3111], [2.1990, 0.3547, -4.5788], [1.2304, -0.0682, -4.1973], [2.7467, -0.0085, -5.2995], [4.1925, 0.1563, -3.1593], [2.9916, -1.2824, -3.3814], [1.9822, 1.7598, -1.1375], [0.6696, 1.3295, -2.1506], [1.9413, 3.3152, -2.9963], [3.3627, 2.4373, -2.7409], [1.1257, 1.8601, -5.9991], [0.1788, 1.9085, -4.4402], [1.0825, 3.1507, -5.0660]],
  "forces_ev_per_a": [[-0.9, -5.1, 2.3], [0.6, -1.0, -3.7], [3.0, 3.1, -2.1], [-7.6, -3.9, -10.1], [2.8, -10.4, -0.9], [1.0, -0.4, -0.1], [-2.5, 7.1, 0.7], [4.9, -2.2, -1.9], [-6.2, 0.4, 2.4], [-2.4, 0.8, -15.8], [11.8, -4.1, 14.0], [11.5, -6.8, 11.1], [-13.1, 3.3, -8.0], [1.7, 2.6, -6.6], [3.9, -4.1, -0.9], [-4.2, 3.8, 3.4], [-3.2, 0.1, -5.5], [-2.5, 4.2, 3.3], [1.6, -0.6, 0.4], [1.6, -0.5, -0.1], [-1.4, 0.5, 0.4], [-0.9, -0.1, 6.6], [0.5, -0.6, -2.8], [-0.1, 3.7, 1.1], [-0.1, -1.3, 0.2], [-0.9, -1.2, -0.7], [-4.4, 0.4, -1.5], [7.2, 0.4, -0.4], [-2.3, -0.5, 2.2], [-3.0, 1.7, -6.1], [1.2, -0.7, 1.8], [1.0, -3.5, 6.9], [10.3, 4.3, -6.8], [-8.3, -3.4, 3.9], [-8.1, -0.9, -2.3], [8.9, 3.6, 0.3], [1.3, -4.4, 1.5], [-2.5, 3.0, -2.2], [-1.2, -2.1, 2.7], [2.6, 1.5, -0.4], [-2.7, 0.9, -3.3], [-1.0, 0.0, 1.6], [-0.6, -0.3, 0.8], [-4.7, 2.0, 0.1], [0.5, 0.9, 10.5], [0.6, -0.4, -1.4], [1.8, -1.3, -4.9], [1.2, -0.2, -1.0], [1.0, -0.4, 0.5], [1.6, 5.9, 12.6], [1.6, -0.3, 0.9], [-0.5, -0.4, 0.5], [0.2, 0.0, 0.0], [-0.3, -0.9, -1.4], [-0.6, -0.1, -0.8], [-0.2, 8.1, -0.5]],
  "e_lumo_ev": 0.304,
  "de_lowest_kcal_mol": 449.8,
  "homo_energy_ev": -7.8402,
  "charge": 0,
  "gap_ev": 8.14
}

{
  "formula": "C24H26N4O5",
  "method": "wB97M-V/def2-TZVPD",
  "species": ["C", "O", "C", "C", "C", "O", "C", "C", "C", "C", "O", "N", "N", "C", "C", "C", "O", "N", "C", "C", "N", "C", "C", "C", "C", "C", "C", "C", "C", "C", "C", "O", "C", "H", "H", "H", "H", "H", "H", "H", "H", "H", "H", "H", "H", "H", "H", "H", "H", "H", "H", "H", "H", "H", "H", "H", "H", "H", "H"],
  "xyz": [[1.6930, 5.4754, 2.4733], [0.4857, 4.9181, 2.0036], [0.5506, 3.9728, 1.0329], [-0.6800, 3.4446, 0.6329], [-0.7379, 2.4774, -0.3556], [-1.8902, 1.9122, -0.8203], [-3.1158, 2.4259, -0.3542], [0.4414, 2.0093, -0.9372], [1.6571, 2.5292, -0.5290], [2.9474, 2.0573, -1.0995], [3.8343, 2.7834, -1.4798], [3.0736, 0.6899, -1.2194], [2.2878, -0.1964, -0.4966], [1.5347, -1.0970, -1.1969], [0.6907, -1.9561, -0.5891], [-0.0917, -2.9377, -1.4139], [0.4480, -3.8604, -1.9957], [-1.4208, -2.7180, -1.4613], [-2.0977, -1.6033, -0.8277], [-3.4451, -1.3866, -1.5212], [-4.3284, -2.5397, -1.4437], [-5.2935, -2.4768, -0.3700], [-3.5917, -3.7971, -1.4241], [-2.2713, -3.6612, -2.1652], [0.6202, -1.9663, 0.8459], [-0.1538, -2.8909, 1.5597], [-0.1888, -2.8616, 2.9348], [0.5467, -1.9114, 3.6414], [1.3306, -1.0087, 2.9613], [1.3833, -1.0282, 1.5646], [2.2575, -0.0729, 0.8920], [2.9311, 0.7757, 1.4429], [1.7215, 3.5238, 0.4409], [1.4071, 6.1795, 3.2530], [2.2225, 6.0087, 1.6782], [2.3478, 4.7079, 2.8959], [-1.5620, 3.8236, 1.1216], [-3.8880, 1.9178, -0.9299], [-3.2583, 2.2180, 0.7111], [-3.1894, 3.5033, -0.5274], [0.3710, 1.2718, -1.7207], [4.0108, 0.3700, -1.4483], [1.6590, -1.0683, -2.2691], [-2.2615, -1.8077, 0.2393], [-1.4936, -0.6964, -0.9083], [-3.2641, -1.1596, -2.5773], [-3.9414, -0.5242, -1.0766], [-5.9546, -3.3391, -0.4477], [-4.8347, -2.4822, 0.6318], [-5.8927, -1.5744, -0.4779], [-4.2093, -4.5641, -1.9015], [-3.3844, -4.1256, -0.3905], [-1.7415, -4.6156, -2.2055], [-2.4499, -3.3259, -3.1924], [-0.7034, -3.6452, 1.0161], [-0.7858, -3.5835, 3.4727], [0.5090, -1.8954, 4.7200], [1.9270, -0.2736, 3.4799], [2.6909, 3.9004, 0.7184]],
  "forces_ev_per_a": [[0.2, 0.1, 0.1], [-0.3, -0.2, -0.1], [0.1, -0.2, -0.3], [-0.2, 0.0, 0.0], [0.2, 0.1, 0.1], [0.3, 0.0, -0.1], [-0.2, 0.1, 0.1], [0.1, 0.1, 0.0], [-0.5, 0.3, 0.1], [-0.2, 0.0, 0.0], [0.0, 0.0, 0.1], [0.3, -0.6, -0.3], [0.4, 0.3, 0.0], [-0.6, -0.6, -0.1], [0.5, 0.2, -0.4], [0.2, 0.3, 0.0], [0.2, -0.2, -0.2], [-0.2, -0.1, -0.1], [-0.3, 0.4, 0.2], [0.3, 0.1, -0.1], [0.0, -0.1, 0.0], [0.0, 0.0, -0.1], [0.0, -0.1, -0.2], [-0.1, -0.4, 0.0], [0.2, 0.2, 0.3], [0.0, 0.0, 0.0], [0.0, 0.0, -0.1], [0.1, 0.1, 0.0], [0.0, 0.0, 0.0], [-0.4, -0.3, 0.2], [0.4, 0.2, 0.0], [0.0, -0.1, 0.1], [0.0, 0.2, 0.2], [0.1, 0.0, -0.1], [0.0, 0.0, 0.0], [0.0, 0.0, 0.0], [-0.1, 0.0, 0.0], [0.0, 0.1, 0.1], [0.0, 0.0, 0.0], [0.0, 0.0, 0.0], [0.0, -0.1, -0.1], [-0.2, 0.1, 0.2], [0.0, 0.0, 0.0], [0.0, 0.1, -0.1], [-0.1, -0.1, 0.1], [0.0, 0.1, 0.1], [0.0, 0.0, 0.0], [-0.1, 0.0, 0.1], [0.0, 0.0, 0.0], [-0.1, 0.0, 0.1], [0.1, -0.1, 0.1], [0.0, 0.0, 0.0], [-0.1, 0.1, -0.1], [0.0, -0.1, 0.0], [-0.1, -0.1, 0.0], [0.0, -0.1, 0.0], [0.0, 0.0, 0.1], [0.0, 0.1, 0.0], [0.1, 0.1, 0.1]],
  "e_lumo_ev": 0.276,
  "de_lowest_kcal_mol": 83.7,
  "homo_energy_ev": -8.3953,
  "charge": 0,
  "smiles": "COc1cc(OC)cc(C(=O)Nn2cc(C(=O)N3CCN(C)CC3)c3ccccc3c2=O)c1",
  "gap_ev": 8.67
}

{
  "formula": "C24H26N4RhSi",
  "method": "wB97M-V/def2-TZVPD",
  "species": ["C", "C", "C", "H", "C", "C", "H", "H", "H", "H", "Rh", "C", "H", "H", "H", "Si", "C", "C", "H", "C", "H", "C", "H", "C", "H", "C", "H", "C", "C", "H", "C", "H", "C", "H", "C", "H", "C", "H", "H", "H", "N", "C", "C", "N", "C", "C", "N", "C", "C", "N", "H", "H", "H", "H", "H", "H"],
  "xyz": [[-4.2272, -0.5299, 0.1973], [-3.1953, -1.5204, 0.0389], [-2.3174, -1.4224, 1.1538], [-3.0855, -2.2242, -0.7848], [-2.7762, -0.3804, 2.0133], [-3.9667, 0.1790, 1.4303], [-4.5384, 1.0155, 1.8286], [-5.0461, -0.3449, -0.4823], [-1.4702, -2.0780, 1.3595], [-2.3090, -0.0987, 2.9534], [-2.4578, 0.3262, 0.1665], [0.6130, -0.0103, -0.1994], [0.3973, -0.0134, 0.8944], [-0.4243, 0.4788, -0.4772], [0.4731, -0.9498, -0.7745], [2.3940, -0.3566, -0.0391], [3.0443, -1.2882, -1.4938], [2.4797, -2.5512, -1.7551], [1.7155, -2.9665, -1.0890], [2.8873, -3.2821, -2.8808], [2.4186, -4.2548, -3.0901], [3.8755, -2.7650, -3.7339], [4.1778, -3.3367, -4.6232], [4.4618, -1.5168, -3.4545], [5.2378, -1.1202, -4.1217], [4.0461, -0.7795, -2.3371], [4.4920, 0.1948, -2.1204], [2.9131, -1.1828, 1.5282], [3.9318, -2.1562, 1.5355], [4.5139, -2.3494, 0.6278], [4.1652, -2.9092, 2.6946], [4.9116, -3.7106, 2.6773], [3.4257, -2.6501, 3.8578], [3.5723, -3.2689, 4.7495], [2.4983, -1.5971, 3.8849], [1.9351, -1.3728, 4.7990], [2.2637, -0.8378, 2.7304], [1.5627, 0.0042, 2.7439], [1.0288, 0.9128, -0.7865], [2.8128, 1.0819, 0.0353], [-3.8983, 3.6400, -2.1241], [-4.5086, 2.7384, -2.9915], [-4.0990, 1.4795, -2.6065], [-3.2175, 1.6136, -1.5467], [-3.1312, 2.9245, -1.2505], [-2.4166, 3.3530, -0.0607], [-1.9137, 2.4178, 0.7612], [-1.3897, 3.0558, 1.8735], [-1.5075, 4.4149, 1.6780], [-2.1862, 4.5851, 0.4756], [-4.0104, 4.6515, -2.0828], [-5.1871, 3.0546, -3.7586], [-4.3740, 0.5148, -3.0095], [-0.9926, 2.4933, 2.7077], [-1.1584, 5.2382, 2.2660], [-2.4436, 5.4569, 0.0121]],
  "forces_ev_per_a": [[-2.5, -2.3, 0.8], [-2.1, -2.2, -0.3], [0.2, -1.6, 1.3], [-0.2, 0.2, 0.3], [-0.8, -1.1, 2.6], [-1.8, -0.7, 1.4], [0.1, -0.3, -0.2], [0.0, 0.0, 0.1], [-0.2, 0.3, -0.2], [-0.3, 0.0, -0.2], [7.1, 7.7, -5.5], [-2.0, 0.7, -1.2], [0.3, 0.3, -0.7], [-1.0, -0.3, 0.1], [-0.4, 0.5, 0.3], [4.6, 0.7, 0.6], [-0.3, -0.1, -0.3], [0.4, 0.0, -0.6], [0.2, 0.1, -0.2], [-0.1, 0.0, 0.1], [0.3, 0.5, 0.1], [-0.1, 0.2, 0.2], [-0.1, 0.3, 0.5], [-0.1, -0.2, 0.0], [-0.4, -0.2, 0.4], [-0.1, -0.3, -0.2], [-0.1, -0.3, -0.1], [-0.3, 0.0, 0.5], [-0.4, -0.2, 0.2], [-0.3, -0.1, 0.3], [-0.1, 0.3, 0.0], [-0.3, 0.4, 0.1], [-0.1, 0.1, -0.2], [0.0, 0.3, -0.4], [0.0, 0.2, -0.1], [0.4, -0.1, -0.4], [0.3, -0.8, 0.0], [0.1, -0.3, 0.2], [-0.8, -1.4, 1.1], [0.5, -0.4, -0.2], [-0.2, 1.3, -0.5], [0.0, -0.6, 0.4], [0.5, 1.0, 0.8], [-0.3, -1.9, -0.8], [1.7, 2.0, 3.2], [-2.1, -0.8, -3.4], [1.1, -1.3, 1.5], [-0.6, 0.3, -1.3], [-0.2, -0.8, 0.2], [-0.1, 1.6, -0.4], [-0.2, -0.7, -0.3], [0.0, 0.1, -0.1], [0.1, 0.2, 0.0], [0.1, 0.2, -0.2], [0.0, 0.2, 0.1], [0.4, -0.5, 0.6]],
  "s_squared": 6.03,
  "e_lumo_ev": [-2.696, -5.482],
  "de_lowest_kcal_mol": 0.0,
  "homo_energy_ev": [-7.2118, -10.2632],
  "charge": 1,
  "multiplicity": 5,
  "gap_ev": [4.52, 4.78]
}

Calculated values (Eh/bohr) of maximum force for the records, taken in order: 0.032 0.366 0.017 0.229.
Calculated values (Eh) of electronic energy for the records, taken in order: -2492.66321 -1299.00987 -1525.37682 -1548.66403.